Molecular formula: C4H6FN2
Method: DFT, ωB97M-V with the def2-TZVPD basis set

Positions of all 13 atoms, in Å:
C (-1.620, 0.811, 0.015)
C (-0.858, -0.022, 0.813)
C (0.303, 0.567, -0.961)
C (1.401, -1.071, 0.609)
N (-0.850, 1.157, -1.100)
N (0.326, -0.176, 0.174)
F (0.902, -2.323, 0.464)
H (-2.612, 1.046, 0.350)
H (-1.094, -0.539, 1.759)
H (0.945, 0.705, -1.843)
H (2.391, -0.979, -0.064)
H (1.803, -0.988, 1.654)
H (-1.038, 1.813, -1.870)

- HOMO level (eV) = -14.84
- LUMO (Eh) = -0.132
- structure (SMILES) = FC[n+]1cc[nH]c1
- net charge = +1



Molecular formula: C2H11O3S
Method: DFT, ωB97M-V with the def2-TZVPD basis set

Positions of all 17 atoms, in Å:
C (2.141, -0.900, -0.333)
C (1.204, -1.320, -1.512)
S (-0.572, -1.128, -1.106)
H (2.071, 0.178, -0.211)
H (3.161, -1.245, -0.528)
H (1.782, -1.368, 0.580)
H (1.373, -2.398, -1.693)
H (1.512, -0.694, -2.362)
H (-0.421, 0.025, 3.438)
H (-1.101, 0.671, 2.250)
O (-0.696, 0.893, 3.104)
H (-1.363, 2.281, -1.394)
H (-0.197, 1.393, -0.907)
O (-0.797, 2.117, -0.635)
H (-1.958, 0.769, 0.321)
H (-3.330, 0.092, 0.196)
O (-2.809, 0.634, 0.793)

- HOMO level (eV) = -3.00
- LUMO (Eh) = 0.142
- net charge = -1



Molecular formula: C5H13N2
Method: DFT, ωB97M-V with the def2-TZVPD basis set

Positions of all 20 atoms, in Å:
C (0.400, -0.519, -1.919)
C (0.193, -1.454, -0.752)
C (-0.541, -0.762, 0.502)
C (-0.498, 0.731, 0.539)
C (0.279, 1.310, 1.433)
N (0.183, 2.787, 1.646)
N (-0.457, -2.656, -1.083)
H (-0.510, -0.033, -2.269)
H (0.898, -0.996, -2.767)
H (1.143, 0.226, -1.623)
H (1.170, -1.734, -0.318)
H (-0.120, -1.165, 1.414)
H (-1.563, -1.138, 0.441)
H (-1.053, 1.434, -0.073)
H (1.107, 0.896, 1.995)
H (0.225, 3.282, 0.746)
H (0.831, 3.243, 2.294)
H (-0.712, 3.023, 2.100)
H (-0.655, -3.325, -0.336)
H (-0.318, -3.150, -1.971)

- HOMO level (alpha / beta) (eV) = -18.78 / -18.86
- multiplicity = 2
- ⟨S²⟩ = 0.755
- LUMO (alpha / beta) (Eh) = -0.256 / -0.422
- net charge = +2



Molecular formula: C14H10BrN3OS
Method: DFT, ωB97M-V with the def2-TZVPD basis set

Positions of all 30 atoms, in Å:
O (-3.493, 1.991, -1.576)
Br (3.622, -1.166, 5.383)
N (0.327, 0.247, 0.464)
N (-1.764, -0.108, -3.037)
S (-1.996, 0.732, 1.707)
C (-2.699, 1.484, -0.799)
C (-0.926, 0.625, 0.309)
C (-1.288, -0.907, -4.041)
C (-0.921, 0.473, -2.152)
C (0.097, -1.100, -4.303)
C (0.464, 0.372, -2.415)
C (0.965, -0.429, -3.432)
C (1.207, -1.064, 3.848)
C (3.142, -0.216, 2.723)
C (0.439, -0.649, 2.773)
C (2.369, 0.154, 1.640)
C (2.520, -0.801, 3.833)
C (0.989, -0.082, 1.600)
N (-1.498, 0.750, -0.949)
C (-3.289, 1.463, 0.647)
H (-1.877, -1.441, -4.653)
H (0.532, -1.833, -4.978)
H (1.109, 0.836, -1.740)
H (2.059, -0.603, -3.570)
H (1.029, -1.738, 4.707)
H (4.214, 0.001, 2.699)
H (-0.612, -0.925, 2.762)
H (2.861, 0.604, 0.796)
H (-3.287, 2.408, 1.116)
H (-4.294, 0.924, 0.639)

- HOMO level (eV) = -8.36
- LUMO (Eh) = 0.004
- structure (SMILES) = O=C1CS/C(=N\c2ccc(Br)cc2)N1c1ccccn1



Molecular formula: C22H28BBrClF4IO20S
Method: DFT, ωB97M-V with the def2-TZVPD basis set

Positions of all 79 atoms, in Å:
C (-2.852, 2.899, -5.439)
C (-1.808, 1.811, -5.391)
O (-1.871, 0.837, -6.073)
O (-0.823, 1.919, -4.460)
C (-0.053, 3.126, -4.418)
C (1.009, 3.033, -3.328)
C (0.680, 3.679, -1.977)
C (-0.368, 3.114, -1.001)
Br (-2.153, 3.234, -1.725)
C (-0.134, 1.712, -0.368)
O (-1.220, 1.475, 0.492)
I (-0.199, 0.066, -1.791)
C (1.153, 1.619, 0.470)
Cl (2.639, 1.552, -0.521)
C (1.290, 2.676, 1.570)
C (0.529, 2.389, 2.861)
B (1.132, 1.190, 3.721)
O (1.878, 0.159, 3.175)
O (0.981, 1.204, 5.082)
O (1.038, 4.016, 1.069)
S (-0.356, 4.354, 0.393)
O (-1.431, 4.126, 1.301)
O (-0.174, 5.648, -0.176)
H (-2.565, 3.825, -4.948)
H (-3.071, 3.107, -6.488)
H (-3.764, 2.507, -4.985)
H (-0.693, 3.993, -4.225)
H (0.431, 3.251, -5.391)
H (1.843, 3.638, -3.705)
H (1.403, 2.019, -3.253)
H (1.607, 3.796, -1.414)
H (0.349, 4.695, -2.197)
H (-0.971, 0.801, 1.140)
H (1.141, 0.650, 0.970)
H (2.351, 2.691, 1.825)
H (-0.542, 2.255, 2.691)
H (0.609, 3.296, 3.473)
H (1.310, -0.584, 2.925)
H (0.199, 1.693, 5.362)
C (6.571, -1.900, -0.385)
C (5.973, -0.514, -0.527)
O (4.778, -0.778, -1.237)
C (4.389, -2.046, -0.955)
O (3.312, -2.488, -1.184)
O (5.398, -2.722, -0.360)
F (6.749, 0.319, -1.255)
H (7.175, -2.149, -1.258)
H (7.149, -2.042, 0.522)
H (5.724, -0.028, 0.418)
C (-4.321, 0.511, 0.063)
C (-5.254, 0.485, -1.131)
O (-5.229, -0.879, -1.508)
C (-4.930, -1.618, -0.405)
O (-5.052, -2.793, -0.320)
O (-4.482, -0.814, 0.588)
F (-4.781, 1.239, -2.151)
H (-3.290, 0.656, -0.263)
H (-4.579, 1.252, 0.813)
H (-6.284, 0.777, -0.920)
C (2.231, -5.587, -0.477)
C (1.878, -4.774, 0.744)
O (1.679, -5.767, 1.732)
C (2.426, -6.855, 1.385)
O (2.667, -7.765, 2.103)
O (2.860, -6.733, 0.109)
F (0.731, -4.068, 0.584)
H (1.334, -5.899, -1.015)
H (2.906, -5.071, -1.151)
H (2.663, -4.092, 1.074)
C (-3.064, -3.418, 4.533)
C (-3.774, -2.291, 3.807)
O (-2.797, -1.256, 3.845)
C (-1.578, -1.837, 3.930)
O (-0.548, -1.265, 3.755)
O (-1.689, -3.139, 4.240)
F (-4.883, -1.874, 4.454)
H (-3.225, -3.345, 5.609)
H (-3.332, -4.409, 4.180)
H (-4.027, -2.499, 2.767)

- HOMO level (eV) = -9.61
- LUMO (Eh) = 0.000



Molecular formula: C10H15BiN3OP
Method: DFT, ωB97M-V with the def2-TZVPD basis set

Positions of all 31 atoms, in Å:
C (0.595, 2.269, -1.041)
C (0.036, 3.558, -0.945)
C (-1.348, 3.742, -1.227)
C (-2.035, 2.552, -1.616)
C (-1.283, 1.343, -1.591)
Bi (-0.838, 1.763, 0.533)
P (1.532, 1.413, 2.519)
H (1.671, 2.048, -0.855)
H (0.667, 4.356, -0.622)
H (-1.776, 4.695, -1.137)
H (-1.720, 0.356, -1.865)
H (-3.086, 2.628, -1.879)
H (1.175, 0.794, 3.760)
H (2.260, 2.520, 3.052)
H (2.623, 0.579, 2.171)
C (-0.783, -3.514, 1.988)
N (-0.266, -2.636, 0.937)
C (0.349, -3.233, -0.114)
C (0.834, -2.494, -1.152)
C (0.654, -1.093, -1.072)
N (0.167, -0.488, 0.027)
C (-0.441, -1.259, 0.995)
O (-1.097, -0.739, 1.908)
N (0.972, -0.385, -2.156)
H (-0.529, -4.527, 1.645)
H (-1.872, -3.419, 2.098)
H (-0.278, -3.317, 2.944)
H (0.396, -4.313, -0.056)
H (1.268, -2.942, -2.046)
H (1.322, -0.875, -2.949)
H (0.832, 0.618, -2.255)

- HOMO level (alpha / beta) (eV) = -4.39 / -4.39
- LUMO (alpha / beta) (Eh) = 0.016 / 0.016



Molecular formula: C34H96O22
Method: DFT, ωB97M-V with the def2-TZVPD basis set

Positions of all 152 atoms, in Å:
C (-5.323, -1.859, -3.399)
C (-4.143, -1.065, -2.946)
C (-4.362, -0.308, -1.661)
O (-3.062, -1.976, -2.713)
H (-5.237, -2.578, -4.214)
H (-6.148, -1.214, -3.700)
H (-5.759, -2.416, -2.571)
H (-3.719, -0.357, -3.657)
H (-3.456, 0.114, -1.225)
H (-4.738, -0.985, -0.893)
H (-5.129, 0.451, -1.813)
H (-2.310, -1.421, -2.493)
C (5.139, 0.618, 1.542)
C (5.325, 0.803, 0.039)
C (6.554, 0.092, -0.510)
O (4.245, 0.317, -0.671)
H (5.912, 0.924, 2.247)
H (5.094, -0.442, 1.792)
H (4.275, 1.229, 1.804)
H (5.306, 1.877, -0.144)
H (6.505, -0.064, -1.587)
H (6.674, -0.927, -0.144)
H (7.534, 0.526, -0.310)
H (4.314, -0.640, -0.641)
C (-4.175, 3.250, 1.317)
C (-5.023, 4.123, 0.300)
C (-4.343, 4.744, -0.871)
O (-5.981, 3.236, -0.246)
H (-3.239, 3.719, 1.619)
H (-3.895, 2.273, 0.920)
H (-4.729, 3.014, 2.225)
H (-5.630, 4.839, 0.855)
H (-3.556, 5.440, -0.581)
H (-5.055, 5.243, -1.529)
H (-3.879, 3.969, -1.479)
H (-6.600, 3.680, -0.831)
C (-0.248, -4.382, -2.410)
C (-1.169, -4.728, -1.202)
C (-1.247, -3.670, -0.136)
O (-2.420, -4.801, -1.707)
H (-0.480, -3.424, -2.874)
H (-0.398, -5.069, -3.243)
H (0.791, -4.537, -2.118)
H (-0.923, -5.680, -0.730)
H (-1.992, -3.970, 0.600)
H (-1.506, -2.687, -0.530)
H (-0.304, -3.630, 0.409)
H (-2.480, -3.981, -2.203)
C (-0.516, 4.620, 3.480)
C (-0.296, 3.196, 3.977)
C (-1.627, 2.351, 4.117)
O (0.527, 2.528, 2.977)
H (-0.905, 5.300, 4.238)
H (-1.135, 4.617, 2.584)
H (0.446, 5.029, 3.170)
H (0.153, 3.132, 4.968)
H (-1.438, 1.338, 3.760)
H (-2.437, 2.694, 3.474)
H (-2.067, 2.344, 5.114)
H (1.203, 3.149, 2.696)
C (1.228, -1.142, -5.243)
C (2.341, -1.658, -4.216)
C (2.891, -3.109, -4.483)
O (3.466, -0.796, -4.114)
H (0.272, -1.615, -5.018)
H (1.601, -1.341, -6.247)
H (1.148, -0.061, -5.127)
H (1.952, -1.549, -3.203)
H (3.732, -3.286, -3.812)
H (3.386, -3.134, -5.454)
H (2.124, -3.881, -4.437)
H (3.255, -0.007, -3.611)
C (-1.361, 2.437, -2.985)
C (-0.797, 1.045, -3.330)
O (-1.225, 0.080, -2.385)
O (-1.122, 2.941, -1.651)
H (-2.437, 2.319, -2.861)
H (-1.137, 3.201, -3.730)
H (0.281, 1.000, -3.487)
H (-1.185, 0.748, -4.304)
H (-0.515, -0.146, -1.780)
H (-1.411, 2.275, -1.024)
C (4.800, 3.773, -2.945)
C (4.541, 2.371, -3.517)
O (3.429, 1.768, -2.899)
O (3.714, 4.612, -3.159)
H (5.688, 4.127, -3.467)
H (4.952, 3.687, -1.869)
H (5.449, 1.802, -3.316)
H (4.507, 2.455, -4.603)
H (3.824, 1.156, -2.274)
H (2.908, 4.239, -2.795)
C (0.805, -0.279, 0.519)
C (-0.650, -0.082, 0.862)
O (-1.083, 1.305, 0.758)
O (0.970, -0.136, -0.878)
H (1.078, -1.238, 0.960)
H (1.446, 0.432, 1.040)
H (-0.880, -0.469, 1.855)
H (-1.241, -0.707, 0.193)
H (-0.609, 1.758, 1.458)
H (1.891, 0.095, -1.024)
C (3.084, -4.577, -0.368)
C (3.077, -3.081, -0.256)
O (4.180, -2.425, -0.836)
O (3.168, -4.970, -1.731)
H (2.121, -5.028, -0.129)
H (3.937, -5.016, 0.151)
H (2.950, -2.788, 0.786)
H (2.381, -2.624, -0.960)
H (4.354, -2.930, -1.634)
H (3.056, -5.921, -1.798)
C (2.331, -1.679, 4.265)
C (2.000, -0.194, 4.073)
O (0.659, 0.047, 4.156)
O (1.911, -2.485, 3.197)
H (1.897, -2.075, 5.183)
H (3.399, -1.862, 4.379)
H (2.366, 0.236, 3.141)
H (2.564, 0.375, 4.812)
H (0.536, 0.875, 3.684)
H (0.991, -2.718, 3.344)
C (-2.725, -3.998, 5.055)
C (-1.342, -3.517, 4.467)
O (-1.323, -3.397, 3.039)
O (-2.545, -4.236, 6.468)
H (-2.997, -4.856, 4.440)
H (-3.434, -3.189, 4.882)
H (-0.557, -4.191, 4.811)
H (-1.056, -2.568, 4.921)
H (-2.129, -2.939, 2.787)
H (-2.499, -5.181, 6.630)
C (-3.719, -0.558, 2.495)
C (-5.171, -0.245, 2.803)
O (-6.061, -0.968, 2.012)
O (-3.468, -1.957, 2.500)
H (-3.003, -0.044, 3.137)
H (-3.518, -0.145, 1.506)
H (-5.417, 0.791, 2.571)
H (-5.473, -0.312, 3.849)
H (-6.594, -0.327, 1.536)
H (-4.254, -2.480, 2.329)
C (1.969, 3.509, -0.651)
C (1.538, 4.304, 0.560)
O (2.363, 4.040, 1.679)
O (1.284, 4.094, -1.762)
H (1.680, 2.468, -0.504)
H (3.047, 3.550, -0.805)
H (0.493, 4.170, 0.843)
H (1.613, 5.364, 0.319)
H (3.048, 4.705, 1.586)
H (0.342, 3.995, -1.603)

- HOMO level (eV) = -9.05
- LUMO (Eh) = 0.011



Molecular formula: C22H97NO34S
Method: DFT, ωB97M-V with the def2-TZVPD basis set

Positions of all 155 atoms, in Å:
C (1.869, -1.744, 2.852)
C (3.089, -1.874, 1.926)
C (3.686, -0.554, 1.348)
C (3.021, 0.740, 1.809)
O (1.680, 0.935, 1.366)
C (1.487, 1.039, -0.010)
C (0.365, 2.088, -0.200)
C (-0.820, 1.808, 0.758)
C (-2.208, 2.024, 0.131)
C (-2.422, 3.413, -0.478)
N (-3.761, 3.425, -1.130)
C (1.009, -0.331, -0.521)
C (0.324, -0.256, -1.883)
C (-0.134, -1.681, -2.262)
C (-1.254, -2.032, -1.272)
C (-1.042, -2.820, -0.146)
C (-2.079, -3.063, 0.768)
C (-3.324, -2.480, 0.526)
C (-3.554, -1.698, -0.611)
C (-4.901, -1.038, -0.872)
C (-2.521, -1.471, -1.523)
C (1.262, 0.463, -2.923)
C (1.497, -0.285, -4.239)
C (2.008, 0.693, -5.360)
S (2.865, 0.912, -2.198)
O (3.706, -0.270, -2.200)
O (3.464, 1.977, -2.967)
O (2.669, 1.524, -0.725)
H (1.556, -2.761, 3.097)
H (1.027, -1.319, 2.294)
H (2.064, -1.217, 3.783)
H (3.873, -2.380, 2.496)
H (2.846, -2.557, 1.103)
H (4.724, -0.492, 1.684)
H (3.730, -0.646, 0.261)
H (2.974, 0.702, 2.903)
H (3.687, 1.583, 1.592)
H (0.796, 3.049, 0.090)
H (0.071, 2.196, -1.245)
H (-0.725, 2.482, 1.616)
H (-0.807, 0.789, 1.156)
H (-2.938, 1.937, 0.950)
H (-2.465, 1.216, -0.567)
H (-2.500, 4.129, 0.351)
H (-1.633, 3.709, -1.173)
H (-4.062, 2.479, -1.328)
H (-3.721, 3.933, -2.004)
H (1.821, -1.067, -0.569)
H (0.344, -0.692, 0.262)
H (-0.592, 0.331, -1.782)
H (-0.583, -1.756, -3.256)
H (0.663, -2.430, -2.193)
H (-0.055, -3.239, 0.039)
H (-1.911, -3.656, 1.660)
H (-4.125, -2.626, 1.241)
H (-4.709, 0.009, -1.116)
H (-5.373, -1.517, -1.725)
H (-5.488, -1.105, 0.048)
H (-2.654, -0.842, -2.401)
H (0.778, 1.410, -3.181)
H (0.578, -0.724, -4.621)
H (2.285, -1.032, -4.124)
H (3.000, 0.433, -5.726)
H (1.326, 0.681, -6.219)
H (1.985, 1.718, -4.987)
O (-0.992, -4.544, -3.660)
H (-1.162, -3.806, -3.061)
H (-0.304, -4.223, -4.254)
O (-4.469, 2.709, 2.636)
H (-3.849, 3.426, 2.811)
H (-4.857, 2.938, 1.779)
O (-5.963, 1.397, -2.573)
H (-6.011, 2.164, -3.152)
H (-6.678, 0.828, -2.881)
O (-6.649, 3.217, 4.590)
H (-6.027, 3.131, 3.851)
H (-6.464, 2.451, 5.148)
O (3.076, -3.424, 4.967)
H (3.267, -4.245, 4.505)
H (2.390, -3.662, 5.599)
O (-0.388, -7.336, -1.929)
H (-0.398, -6.576, -2.525)
H (-1.078, -7.911, -2.274)
O (-6.970, 1.767, 7.197)
H (-7.839, 2.084, 6.929)
H (-6.648, 2.446, 7.799)
O (5.381, -4.325, 1.488)
H (5.912, -3.595, 1.151)
H (5.445, -4.996, 0.801)
O (-4.241, -0.550, 2.679)
H (-4.029, -0.623, 3.616)
H (-4.515, 0.368, 2.568)
O (2.712, 4.498, -0.328)
H (3.456, 4.888, 0.150)
H (2.854, 3.545, -0.267)
O (5.871, -7.584, 1.574)
H (6.581, -7.901, 2.141)
H (5.397, -6.954, 2.128)
O (5.338, 5.495, 0.623)
H (5.587, 4.873, -0.069)
H (6.181, 5.778, 1.003)
O (-5.035, 6.601, -1.843)
H (-4.428, 6.509, -2.583)
H (-4.874, 5.817, -1.302)
O (-0.540, 2.936, -4.906)
H (-0.308, 2.298, -5.588)
H (0.305, 3.221, -4.543)
O (6.042, 1.272, 2.471)
H (5.848, 2.028, 3.040)
H (6.748, 1.586, 1.885)
O (-0.980, -1.104, 4.325)
H (-1.388, -1.615, 3.617)
H (-0.849, -0.232, 3.938)
O (1.270, -5.698, -4.911)
H (1.030, -6.497, -4.422)
H (2.184, -5.532, -4.661)
O (-8.659, 0.797, -1.424)
H (-7.931, 0.456, -0.895)
H (-9.091, 1.435, -0.842)
O (6.985, 1.832, -0.093)
H (7.023, 2.553, -0.728)
H (6.304, 1.244, -0.442)
O (1.131, 2.385, 4.472)
H (1.386, 1.757, 3.787)
H (1.966, 2.660, 4.864)
O (7.318, 7.465, 0.570)
H (7.985, 8.142, 0.722)
H (6.912, 7.702, -0.270)
O (-6.696, 6.175, 4.743)
H (-6.000, 6.586, 5.263)
H (-6.501, 5.227, 4.778)
O (0.313, -8.431, -5.340)
H (0.722, -7.880, -6.020)
H (0.022, -9.217, -5.813)
O (5.740, -4.295, 4.307)
H (6.383, -3.594, 4.442)
H (5.296, -4.052, 3.481)
O (-5.816, -3.575, -2.362)
H (-5.316, -3.675, -3.179)
H (-5.589, -4.359, -1.852)
O (-10.064, 2.906, 0.375)
H (-10.074, 3.341, 1.233)
H (-10.897, 3.159, -0.034)
O (5.167, -2.679, -0.672)
H (5.131, -1.917, -1.264)
H (4.484, -3.269, -1.003)
O (3.070, -9.341, -4.217)
H (2.209, -8.949, -4.411)
H (3.496, -8.716, -3.623)
O (4.984, 4.238, 3.675)
H (5.641, 4.926, 3.816)
H (4.582, 4.471, 2.829)
O (0.317, 5.607, -1.305)
H (0.997, 5.284, -0.689)
H (-0.166, 6.274, -0.809)

- HOMO level (eV) = -9.02
- LUMO (Eh) = -0.008